1.
DFT (ωB97M-V/def2-TZVPD) results for the ion C17H21BrNO3 with charge +1.

Calculated values
gap between HOMO and LUMO = 0.320 Eh
net charge = +1
calculated total energy = -3514.6254 hartree
ΔE to the lowest compared entry with this formula, charge and spin = 0.115 eV

Atoms and positions in Å:
Br  3.748  -0.671  1.477
O  -3.310  -4.452  0.104
O  -0.049  0.433  -2.075
O  2.718  0.637  -1.081
N  -1.746  -2.992  1.575
C  1.222  4.799  -2.090
C  1.090  3.106  0.097
C  0.378  0.031  -0.871
C  2.205  3.844  -1.894
C  1.951  -0.528  0.865
C  3.183  1.916  -0.608
C  -1.477  -1.596  2.023
C  -0.363  -1.014  1.198
C  0.167  4.902  -1.199
C  -0.630  -0.498  -0.057
C  -3.211  -4.925  1.432
C  0.103  4.055  -0.105
C  0.947  -1.065  1.652
C  0.847  0.806  -3.111
C  -2.837  -3.704  2.278
C  1.699  0.073  -0.373
C  2.148  2.990  -0.798
H  1.254  1.804  -2.941
H  1.197  -1.495  2.609
H  3.028  3.763  -2.590
H  -1.208  -1.618  3.081
H  -0.600  5.645  -1.353
H  0.239  0.813  -4.015
H  1.660  0.087  -3.214
H  1.280  5.461  -2.940
H  -2.533  -3.990  3.284
H  -2.030  -2.994  0.578
H  -4.157  -5.341  1.790
H  -0.712  4.139  0.598
H  -0.873  -3.531  1.634
H  3.471  1.855  0.447
H  -2.394  -1.017  1.898
H  -3.752  -5.101  -0.452
H  4.072  2.108  -1.210
H  -1.635  -0.464  -0.448
H  -2.436  -5.700  1.506
H  -3.693  -3.028  2.335
H  1.042  2.458  0.962

Forces on atoms 1 to 3 (eV/Å):
Br -0.4 0.0 -0.1
O -0.1 0.1 -0.1
O -0.2 0.0 0.4

Atomic partial charges in e from the natural (NBO) method, atoms 1 to 8:
1 Br 0.105
2 O -0.748
3 O -0.495
4 O -0.518
5 N -0.504
6 C -0.201
7 C -0.243
8 C 0.389

2.
DFT (ωB97M-V/def2-TZVPD) results for a structure of composition C17H21Cl2NO4PtS2 in a non-equilibrium geometry.

Calculated values
⟨S²⟩ = 6.04
gap between HOMO and LUMO (spin up / spin down) = 0.137 / 0.209 Eh
net charge = -2
calculated total energy = -2852.0617 hartree
multiplicity = 5
ΔE to the lowest compared entry with this formula, charge and spin = 0.000 eV

Atoms and positions in Å:
Pt  -0.391  -0.215  1.457
Cl  -2.426  0.164  0.727
Cl  -1.100  0.576  3.569
S  -3.943  -2.994  1.199
S  -2.323  -1.694  -2.356
O  -3.554  -2.422  2.463
O  -5.275  -3.538  1.052
O  1.509  -1.013  2.192
O  0.094  -1.297  -0.164
N  -3.551  -2.009  -0.093
C  -1.426  3.132  0.979
C  -1.330  -6.107  0.839
C  -1.980  -3.685  -0.385
C  -1.194  2.861  -2.108
C  -2.709  -4.174  0.701
C  0.690  1.567  0.921
C  -0.829  -4.359  -0.783
C  -0.512  -5.579  -0.178
C  1.013  1.675  -1.411
C  2.933  0.668  -0.091
C  -0.261  2.287  -1.111
C  -2.431  -5.382  1.318
C  1.592  1.235  -0.242
C  1.350  2.173  2.101
C  -0.417  2.341  0.257
C  -2.604  -2.482  -0.928
C  1.660  1.692  -2.744
H  -1.044  2.403  -3.091
H  1.895  3.082  1.821
H  2.371  0.865  -2.844
H  -1.089  -7.069  1.286
H  3.692  1.456  0.059
H  -1.585  2.737  1.990
H  -3.075  -5.721  2.128
H  2.221  2.626  -2.904
H  -0.460  -0.969  -0.903
H  2.943  -0.005  0.779
H  -2.390  3.131  0.449
H  -1.057  3.945  -2.215
H  -0.197  -3.880  -1.529
H  -2.231  2.680  -1.801
H  0.606  2.398  2.865
H  2.047  1.443  2.517
H  3.224  0.104  -0.988
H  1.537  -1.815  1.628
H  0.391  -6.107  -0.485
H  0.920  1.623  -3.547
H  -1.107  4.184  1.062

Forces on atoms 1 to 3 (eV/Å):
Pt 2.9 -2.3 1.6
Cl -1.5 1.1 -0.7
Cl 0.2 0.2 0.2

Atomic partial charges in e from the natural (NBO) method, atoms 1 to 8:
1 Pt 1.193
2 Cl -0.426
3 Cl -0.623
4 S 2.248
5 S -0.095
6 O -0.924
7 O -0.962
8 O -1.104

3.
DFT (ωB97M-V/def2-TZVPD) results for an isolated molecule of C17H21ClFN3O2.

Calculated values
gap between HOMO and LUMO = 0.357 Eh
calculated total energy = -1535.2327 hartree
ΔE to the lowest compared entry with this formula, charge and spin = 0.000 eV

Atoms and positions in Å:
Cl  5.402  -0.944  0.473
F  2.663  -2.051  0.402
O  -1.125  -0.610  -2.330
O  -4.148  1.449  0.571
N  -2.707  -0.964  -0.757
N  -2.439  1.643  1.989
N  -0.642  1.687  -0.055
C  -2.960  1.658  0.752
C  1.576  -0.111  -0.349
C  -2.015  1.994  -0.409
C  3.963  -0.112  0.007
C  -0.286  2.370  1.171
C  1.626  1.225  -0.731
C  2.734  -0.763  0.018
C  -2.033  -0.197  -1.636
C  -2.339  -2.316  -0.450
C  -1.036  1.710  2.318
C  4.012  1.216  -0.386
C  -1.875  -2.587  0.997
C  -2.838  -3.782  1.059
C  -2.499  1.253  -1.666
C  0.341  1.910  -1.106
C  -3.493  -3.313  -0.250
C  2.850  1.878  -0.745
H  -3.462  -0.555  -0.227
H  -0.539  3.446  1.128
H  -2.328  -4.737  0.956
H  -1.613  -2.629  -1.202
H  -2.116  1.728  -2.568
H  -0.639  0.698  2.471
H  -3.616  -4.064  -1.026
H  0.788  2.272  1.336
H  -0.819  -2.808  1.127
H  -4.444  -2.809  -0.090
H  4.962  1.727  -0.403
H  2.904  2.914  -1.044
H  0.512  2.983  -1.293
H  -3.589  1.300  -1.678
H  -0.021  1.444  -2.022
H  -0.909  2.279  3.243
H  0.637  -0.638  -0.353
H  -2.158  -1.779  1.671
H  -3.490  -3.823  1.929
H  -3.085  1.408  2.730
H  -2.152  3.085  -0.584

Forces on atoms 1 to 3 (eV/Å):
Cl 0.0 -0.1 0.0
F 0.1 0.2 -0.1
O 0.4 -0.1 -0.2

Atomic partial charges in e from the natural (NBO) method, atoms 1 to 8:
1 Cl 0.027
2 F -0.313
3 O -0.647
4 O -0.652
5 N -0.624
6 N -0.604
7 N -0.448
8 C 0.689